Record 1
Computed, not measured: C28H49N2OP3PbSe as an isolated structure in a non-equilibrium geometry, with ωB97M-V/def2-TZVPD.

Geometry as XYZ:
```
85
Properties=species:S:1:pos:R:3:forces:R:3:mulliken_charge:R:1
Pb -2.31517 2.99129 -3.23081 2.9 1.4 3.2 0.945
Se 0.42880 1.33071 -1.61766 -0.3 0.0 0.2 0.084
P -1.22350 -2.78830 -0.55083 -0.7 -0.1 0.6 1.021
P 2.12774 -1.40380 -2.22007 1.6 0.3 0.0 0.755
P 2.62132 -0.84780 0.18980 1.8 0.1 0.9 0.663
O -0.79777 1.69873 1.57465 0.4 -0.4 -0.4 -0.741
N -1.47383 1.18620 3.75000 0.6 0.2 -1.3 0.662
N -2.64940 1.09880 4.40194 -1.1 -0.2 0.6 -0.104
C 3.72971 -2.20621 0.73881 -0.4 -0.6 -0.5 -1.482
C -0.28950 -3.65089 0.75512 0.5 0.0 0.0 -0.824
C -2.69043 0.84459 5.82395 -0.3 0.0 0.6 -0.806
C 1.15689 3.24972 -5.85774 -0.6 0.8 -0.6 -0.759
C 1.01394 -0.65830 5.77021 -0.1 0.1 -0.3 -0.963
C -3.31385 2.93597 -5.66915 -0.8 -2.0 1.2 -0.822
C 3.78511 0.56868 0.34743 -0.5 0.6 -1.1 -1.251
C 2.01460 2.77591 -3.63771 -0.3 0.0 0.2 -0.505
C 1.97329 0.34452 5.89574 0.6 -0.2 0.0 -0.530
C 0.74119 1.80551 4.44259 0.1 0.0 0.2 -0.145
C -3.40376 1.81674 -4.79162 -2.8 0.3 -3.2 -0.268
C 2.21147 3.26216 -4.94003 -0.1 -0.5 0.8 -0.594
C -2.29724 -1.55388 0.17319 0.1 0.2 -0.1 -0.957
C 2.40871 -3.21375 -2.22910 -0.4 0.2 0.5 -1.069
C 0.79411 2.17399 -3.25649 0.2 -0.5 -1.6 -0.162
C -3.12477 1.74869 2.35785 0.4 -0.1 -0.7 -1.262
C 3.74930 -0.77165 -2.81724 -0.4 0.3 0.3 -1.307
C -5.05081 1.41364 4.08767 -0.8 0.2 -0.1 -1.677
C -0.11382 -0.40431 4.99962 0.2 0.2 -0.2 0.030
C -0.26920 0.84995 4.40626 0.5 0.0 -0.3 -0.146
C 1.87019 1.56389 5.21900 -0.1 -0.3 -0.2 -0.818
C -0.11506 2.86215 -5.46336 1.1 -1.3 -1.0 -0.323
C 1.58720 -0.56676 1.66924 -1.4 -0.4 -0.8 -0.471
C -3.66081 1.44323 3.57908 0.5 -0.4 0.8 1.058
C -0.22448 2.08115 -4.29161 0.4 1.0 1.2 -0.364
C -2.30488 -4.00435 -1.33642 0.2 0.0 -0.6 -1.168
C 0.99610 -1.18252 -3.66773 -0.5 0.3 0.2 -0.907
C -1.69851 1.59141 2.42480 -0.6 -0.3 0.8 0.286
H -3.17001 -2.05816 0.58422 0.0 0.0 0.2 0.479
H 3.12943 -3.07305 1.04789 0.2 0.2 0.0 0.389
H 1.33300 3.50882 -6.90381 -0.1 0.5 0.4 0.447
H 2.78294 -3.42838 -3.23854 -0.1 -0.1 0.2 0.539
H 4.42321 0.35255 1.22284 -0.3 0.1 -0.4 0.509
H 4.47977 -2.55527 0.00894 -0.3 0.4 0.3 0.466
H -2.13463 1.62289 6.37594 -0.4 -0.2 -0.2 0.290
H 2.85773 0.11770 6.48284 -0.1 0.2 0.1 0.446
H -0.87725 -1.15568 4.84908 0.0 -0.1 0.1 0.700
H 1.05460 -0.14859 -4.04079 0.2 -0.5 0.3 0.300
H 1.05613 -1.48884 1.92175 0.2 0.1 0.1 0.009
H 0.62847 2.72048 3.87140 -0.1 0.0 0.2 0.464
H 2.82967 2.78798 -2.91691 -0.1 0.3 -0.1 0.651
H -1.77858 -0.95439 0.91995 0.0 0.0 0.2 0.052
H 1.46032 -3.74398 -2.06481 0.3 0.0 -0.1 0.255
H 3.65399 0.30033 -3.04398 0.1 -0.3 0.0 0.200
H 4.40263 0.74245 -0.54944 -0.2 -0.1 0.5 0.392
H -3.19059 -3.47452 -1.71029 0.2 -0.2 0.1 0.417
H -2.62772 -0.86981 -0.60833 0.0 0.0 -0.1 0.382
H -3.75491 0.83586 6.10711 0.7 0.1 0.1 0.393
H -4.08022 1.74259 -3.86478 0.8 0.5 -1.0 0.397
H 3.16492 1.46248 0.51931 0.3 -0.2 0.0 0.376
H 4.24251 -1.77237 1.60947 -0.1 -0.3 -0.2 0.523
H -3.35509 2.79230 -6.77029 0.6 0.0 0.8 0.327
H 3.99263 -1.33406 -3.73066 0.0 0.2 0.2 0.537
H 2.65619 2.31846 5.27587 -0.2 -0.3 0.1 0.450
H -0.05259 -1.38362 -3.40201 0.4 0.0 -0.1 0.306
H -0.95824 2.88734 -6.16030 0.5 -0.1 -0.1 0.353
H -3.16946 3.99744 -5.33554 -0.7 -0.7 -0.4 0.469
H -2.23295 -0.12570 6.06716 -0.4 0.4 0.0 0.353
H -0.42357 -2.01685 -1.46543 -0.3 -0.8 0.6 -0.358
H -0.86746 -4.53453 1.10237 0.3 0.6 -0.3 0.487
H -5.74610 1.54281 3.24924 0.1 0.1 0.3 0.354
H 3.19342 3.65518 -5.21471 -0.3 -0.2 0.0 0.455
H 3.14412 -3.52099 -1.47419 -0.2 0.0 -0.3 0.370
H -2.59558 -4.74203 -0.57124 0.0 0.3 -0.2 0.440
H -3.43029 0.81069 -5.22709 0.2 0.5 -0.2 0.450
H -3.66590 1.99534 1.46112 0.0 0.2 0.1 0.445
H 1.13040 -1.63153 6.25085 0.1 0.4 -0.1 0.449
H 2.19795 -0.26219 2.54040 0.1 0.0 -0.6 0.480
H -0.12253 -2.98142 1.61716 -0.2 -0.3 -0.4 0.104
H -0.75741 1.13241 -4.36654 -0.5 0.3 0.3 0.768
H 0.69573 -4.00630 0.39402 -0.5 0.1 0.1 0.359
H 0.81491 0.18669 1.44584 0.1 0.3 0.3 -0.015
H -5.31366 0.46816 4.58829 0.2 0.3 -0.2 0.399
H 1.30689 -1.87673 -4.46429 0.1 0.0 0.4 0.643
H -1.82694 -4.53141 -2.17383 -0.1 0.1 0.3 0.414
H -5.23145 2.21934 4.81724 0.1 -0.2 -0.3 0.368
H 4.53872 -0.91499 -2.06187 -0.3 -0.1 -0.4 0.438
```
Positions in Å, forces in eV/Å.

**Gap between HOMO and LUMO**: 3.45 eV
**Net charge**: +4
**Lowest unoccupied orbital energy**: -12.4 eV

=====

Record 2
Computed, not measured: C28H49N2OP3STc as an isolated structure in a non-equilibrium geometry, with ωB97M-V/def2-TZVPD.

Geometry as XYZ:
```
85
Properties=species:S:1:pos:R:3:forces:R:3:lowdin_spin:R:1
Tc -0.80392 -1.25325 -0.00647 4.1 1.6 -0.5 0.010
S 1.37183 -2.97311 -0.63152 -0.5 0.5 -0.1 0.590
P -1.44066 -0.65894 2.08276 -1.5 1.0 1.8 0.005
P -2.17588 -0.04035 -1.36761 -1.2 1.1 -0.3 0.002
P -2.00413 -3.14671 -0.45478 -2.8 -1.9 -0.2 0.002
O 1.49347 1.50929 0.44980 -0.2 1.8 -0.9 0.284
N 1.25498 4.88050 -0.16182 1.0 -0.9 1.8 0.238
N 1.34542 3.82496 0.68421 -0.8 1.3 0.7 0.170
C 1.39863 6.24860 0.30190 -0.2 1.0 0.2 0.028
C 1.50605 2.98224 2.94803 0.2 -0.1 -0.1 0.031
C -3.83918 -3.33244 -0.52272 0.0 0.2 0.2 0.000
C -0.10755 3.65639 4.61504 0.1 0.0 0.1 0.042
C -1.56406 -4.55245 0.63675 0.3 0.1 0.5 0.003
C 1.57792 4.47388 -1.41574 0.0 -0.7 -1.2 -0.018
C 1.53839 2.65038 -0.05154 0.4 -1.7 -0.4 0.053
C -0.70102 4.53123 3.69905 0.2 0.1 -0.4 0.001
C -2.21987 -0.60928 -3.09477 0.0 -0.2 0.0 -0.002
C -1.94807 1.10467 2.36135 -0.1 -0.2 -0.2 -0.001
C 3.33341 -0.23234 -2.62314 -0.5 0.1 -0.3 0.003
C 3.32366 -4.18678 -2.01794 -1.7 1.3 0.9 0.330
C 0.90168 3.85346 2.02947 -0.3 -0.2 0.6 0.020
C 2.46512 -0.21270 -3.64473 0.2 -0.2 0.6 0.003
C 1.74231 3.11916 -1.40587 0.0 -0.1 -0.1 0.109
C -0.05576 -0.71829 3.26809 0.5 -0.3 -0.3 0.004
C 4.73452 -5.92412 -1.09319 0.0 -0.1 0.0 0.096
C -2.79001 -1.51229 2.97514 0.1 -0.3 -0.3 0.001
C 2.56368 -4.15608 -0.81367 0.2 -0.3 -0.1 0.095
C 4.40553 -5.05065 -2.13474 1.7 -1.6 0.1 0.224
C 2.87175 -5.08004 0.21782 -1.5 1.7 -0.1 0.332
C 3.95600 -5.93980 0.07460 1.9 -1.4 -0.7 0.241
C -1.60233 -3.89135 -2.10070 0.3 0.4 -0.1 0.012
C -1.68748 1.71693 -1.58988 0.2 0.0 0.0 0.002
C -0.20260 4.63020 2.39597 -0.2 -0.1 0.3 0.027
C 1.67649 5.45448 -2.52014 0.0 0.1 -0.6 -0.009
C 0.99672 2.88037 4.24065 -0.1 0.2 -0.2 -0.003
C -3.93764 0.18039 -0.87118 0.2 -0.2 0.0 0.002
H 3.06968 -3.48675 -2.81019 0.0 -0.2 0.0 0.010
H -4.22631 -2.99787 -1.49463 0.1 0.0 0.3 0.000
H -4.51983 -0.72471 -1.07744 0.1 0.2 0.1 0.000
H -1.15636 -4.18720 1.58477 -0.1 -0.2 0.0 0.000
H -2.50992 0.23745 -3.73333 0.0 -0.3 0.1 0.000
H 0.51302 0.22092 3.22086 -0.1 -0.3 0.0 0.000
H 0.84728 6.17323 -2.49521 0.2 -0.2 0.0 -0.002
H 2.45435 6.55942 0.37262 -0.2 -0.4 -0.1 0.016
H -2.48811 2.24618 -2.12627 0.3 -0.1 0.0 0.000
H 1.63329 4.92119 -3.47563 0.0 0.2 0.2 0.000
H -0.98965 0.35358 0.33843 -0.7 -1.1 -0.3 0.007
H 2.00945 0.71417 -4.01368 0.2 -0.4 0.2 0.000
H -4.32827 -2.77082 0.28099 0.1 -0.2 -0.2 0.000
H 2.16553 -1.13577 -4.15958 0.3 0.5 0.1 0.000
H 0.61149 -1.54821 3.00595 0.0 0.1 0.3 0.000
H -4.02176 0.41519 0.19891 0.1 0.0 -0.3 0.000
H -2.45707 -3.75991 -2.77644 0.4 0.0 0.1 0.001
H -2.94342 -1.42565 -3.21714 0.2 0.2 0.0 0.000
H -1.05008 1.72524 2.49709 -0.2 -0.1 -0.2 0.001
H 4.20122 -6.63583 0.87500 0.0 0.1 -0.1 0.006
H -4.35365 1.01545 -1.45253 0.1 -0.3 0.1 0.000
H 0.93096 6.36672 1.27780 0.2 0.1 -0.3 0.002
H 3.82543 -1.15628 -2.30000 -0.2 0.3 -0.1 0.001
H -0.70468 -3.43362 -2.53019 -0.2 -0.1 -0.2 0.007
H 2.26650 -5.06622 1.12456 0.2 -0.1 -0.2 0.009
H -2.54201 1.49300 1.52189 0.1 -0.1 0.3 0.000
H 5.58654 -6.60112 -1.19166 -0.3 0.2 0.0 0.000
H 1.99300 2.48114 -2.23623 0.0 0.1 0.0 0.005
H -2.98366 -0.94225 3.89697 0.0 -0.3 -0.3 0.000
H -1.40599 -4.96220 -1.96867 -0.2 0.2 0.0 0.000
H -2.55608 1.16363 3.27527 0.2 0.1 -0.3 0.000
H -1.55534 5.14735 3.98497 0.3 -0.2 0.0 0.000
H 1.46484 2.20523 4.96045 -0.1 0.3 -0.2 -0.001
H -3.69953 -1.54279 2.35423 0.3 0.0 0.3 0.000
H 0.89642 6.89558 -0.42555 0.1 -0.1 0.3 0.003
H 3.60241 0.66803 -2.05659 0.0 -0.4 -0.4 0.000
H -0.67566 5.28897 1.66598 -0.1 -0.3 0.3 0.001
H -0.49855 3.58823 5.63401 0.1 0.0 -0.4 0.002
H -0.81081 -5.18561 0.15115 -0.2 0.2 0.2 0.002
H -0.44608 -0.85987 4.28697 0.1 0.0 -0.3 0.001
H -4.07620 -4.40141 -0.40335 0.1 0.4 -0.1 0.000
H -0.74859 1.76700 -2.15525 -0.2 0.0 0.0 0.001
H -2.46350 -5.15339 0.83404 0.4 0.2 0.0 0.000
H 2.61937 6.02239 -2.50261 -0.2 -0.2 0.1 -0.003
H -1.52764 2.21834 -0.62678 -0.1 -0.1 -0.1 0.000
H -2.46837 -2.53189 3.23401 -0.3 0.2 -0.1 0.000
H 2.36696 2.39005 2.63358 -0.2 0.2 0.2 0.000
H 4.99468 -5.03113 -3.04885 0.0 -0.1 0.1 0.005
H -1.22271 -0.96336 -3.39123 -0.2 0.1 -0.1 0.000
```
Positions in Å, forces in eV/Å.

**Gap between HOMO and LUMO (alpha / beta)**: 7.06 / 3.27 eV
**Net charge**: +4
**Lowest unoccupied orbital energy (alpha / beta)**: -11.6 / -15.3 eV
**2S+1**: 4

=====

Record 3
Computed, not measured: C28H49N9PbS6 as an isolated structure in a non-equilibrium geometry, with ωB97M-V/def2-TZVPD.

Geometry as XYZ:
```
93
Properties=species:S:1:pos:R:3:forces:R:3:mulliken_charge:R:1
Pb 0.44276 0.31558 0.37294 -0.2 0.4 -0.4 1.066
S -1.07046 -2.55454 -2.66324 -0.3 -0.3 -0.3 0.443
S 0.93435 -0.41075 -2.98814 0.5 0.1 -0.3 -0.054
S -2.45670 0.55085 -2.43642 -0.1 0.2 -0.3 0.326
S -0.64775 3.50148 0.81244 0.3 -0.3 -0.5 -0.338
S 1.76334 -1.94371 -0.07983 0.2 -0.7 0.3 -0.582
S 0.68834 2.39857 -1.90598 0.2 0.3 -0.7 0.162
N -2.19818 -0.53001 0.59838 -0.4 -0.5 0.4 0.566
N 0.67100 1.16719 2.73422 0.4 -0.2 0.3 0.260
N 3.66151 -0.08937 0.42828 1.4 0.4 -0.5 -1.441
N -1.02628 -3.16647 0.53586 0.4 0.0 -0.2 0.585
N -1.08182 -2.16044 2.90255 0.2 0.2 0.4 -0.505
N -2.58153 4.46274 2.32108 -0.5 -0.2 0.0 -0.433
N 2.71898 0.49406 1.17569 -0.8 0.1 0.9 1.007
N -0.47006 5.46369 2.52260 -0.4 0.0 0.0 0.123
N 4.18251 -1.69500 -1.10115 0.4 -0.1 -0.3 -0.343
C -2.60512 -3.94795 2.21973 0.2 0.2 0.1 -1.339
C -1.94991 -1.72787 -4.03758 0.2 -0.3 0.1 -0.831
C -2.39375 -3.70114 0.73124 -0.7 -0.3 0.0 0.140
C -2.23369 6.31573 3.77829 0.1 -0.1 -0.2 -0.891
C 4.43086 1.21597 2.76994 0.1 -0.1 -0.2 -1.688
C -0.90773 6.35958 3.43415 -0.4 0.0 0.1 0.852
C -3.36677 -1.35178 0.97823 -0.6 0.1 0.1 0.031
C -4.51388 5.28459 3.47937 -0.1 0.0 0.0 -1.249
C -3.39841 -2.67931 0.21714 0.1 0.2 0.1 -1.116
C -0.87395 2.78708 -2.78657 0.3 -0.1 0.2 -0.904
C -0.36898 1.55414 3.45835 0.0 0.1 0.2 -0.157
C 2.02086 0.76364 -3.85870 -0.2 -0.6 -0.1 -0.759
C -2.46819 -2.64320 3.01390 -0.5 -0.1 0.3 0.138
C 1.31952 -1.91169 -3.96090 0.1 0.6 0.2 -1.029
C 1.90841 2.16367 -3.26351 -0.4 0.1 0.5 -0.971
C 3.31183 -1.13344 -0.25025 -0.9 -0.2 0.5 0.415
C 1.02300 2.71452 4.99797 -0.3 -0.1 -0.1 -0.643
C -0.24968 2.32501 4.60009 0.2 0.0 0.1 -1.177
C 2.10936 2.32539 4.23981 0.0 -0.1 -0.4 -0.852
C -1.30288 4.51374 1.95608 0.5 0.2 0.0 -0.305
C -3.03186 -0.78707 -3.54330 0.3 0.4 0.3 -0.948
C -3.06172 5.34311 3.17166 0.4 0.4 0.3 0.970
C 0.07164 7.31099 4.01811 0.1 0.0 0.0 -1.416
C 3.02628 1.08502 2.28340 0.6 -0.6 -1.0 0.338
C 0.49393 -3.07535 -3.43631 -0.4 0.1 0.0 -0.935
C -3.44879 -1.59628 2.48730 0.2 0.0 -0.2 -1.551
C 1.90834 1.55205 3.09185 -0.7 0.4 0.7 0.725
C -1.55783 1.67540 -3.55891 -0.3 -0.3 -0.1 -0.558
H -1.12312 2.59515 5.16903 -0.1 0.0 0.1 0.511
H -2.63912 7.01672 4.48484 0.0 0.1 0.1 0.402
H -0.46139 -2.74291 3.45754 0.0 0.1 0.1 0.323
H 4.54081 0.77737 3.75992 0.0 0.0 0.1 0.392
H -2.39053 0.42212 0.90228 0.0 0.1 -0.1 0.180
H -0.30373 -3.88641 0.53612 -0.1 0.0 0.0 0.473
H 3.03938 0.37988 -3.78414 0.0 0.2 -0.1 0.530
H -1.89306 -4.68384 2.59226 0.0 -0.1 0.1 0.396
H -3.53611 -0.32596 -4.39349 -0.1 -0.1 0.0 0.581
H -3.77510 -1.32288 -2.95179 -0.1 0.0 -0.1 0.388
H -5.08039 5.16634 2.55901 0.0 0.0 -0.1 0.338
H -0.86535 -2.51653 1.40750 0.3 -0.2 -0.3 0.212
H 4.72517 2.26224 2.82089 0.0 0.1 0.1 0.355
H 0.63072 7.82523 3.23826 0.0 0.1 -0.1 0.382
H 5.13158 -1.35136 -1.09484 0.0 0.0 0.0 0.261
H -1.33708 1.22121 3.10983 -0.2 0.1 0.0 0.572
H -4.27982 -0.80544 0.69628 0.1 -0.1 0.0 0.718
H -4.39665 -3.10573 0.31988 0.0 0.0 -0.1 0.640
H 4.03304 -2.65045 -1.37905 0.0 0.1 0.0 0.239
H -1.00287 -1.20858 3.24509 0.1 -0.1 0.0 0.037
H 3.10318 2.61823 4.52850 0.2 0.0 0.0 0.475
H -1.20569 -1.18735 -4.61864 0.0 0.0 -0.1 0.336
H 1.65239 2.89985 -4.02491 0.1 0.0 0.0 0.410
H -4.72845 4.41493 4.09846 0.0 -0.1 0.1 0.284
H -4.83731 6.17865 4.00367 -0.1 0.0 0.0 0.374
H -3.60469 -4.35124 2.37359 0.0 -0.1 0.0 0.527
H 2.84808 2.45702 -2.79829 0.0 0.1 -0.1 0.403
H -1.51957 3.16836 -1.99475 0.0 0.1 0.0 0.365
H -0.43560 8.04685 4.63493 0.0 0.0 0.0 0.375
H -2.28663 2.11035 -4.24601 0.0 0.0 0.0 0.573
H 2.38591 -2.11992 -3.86314 0.0 -0.1 -0.1 0.590
H -3.21876 -2.49804 -0.84237 -0.1 0.0 -0.1 -0.062
H 1.16585 3.30061 5.89224 0.0 0.1 0.1 0.518
H 1.09783 -1.69459 -5.00870 0.0 -0.1 0.0 0.460
H 1.01682 -3.58258 -2.62658 0.0 -0.1 0.0 0.361
H -0.84165 1.08213 -4.12266 0.0 0.1 -0.1 0.083
H 0.48343 5.49457 2.17733 -0.1 -0.1 0.1 0.280
H -2.19080 -0.48376 -0.42037 0.1 0.2 0.0 -0.799
H 0.78696 6.76831 4.63668 0.0 0.0 0.1 0.312
H -3.31040 -0.65275 3.01806 0.0 0.1 0.1 0.396
H -2.72998 -2.84623 4.06174 0.1 0.0 -0.2 0.324
H -2.39568 -2.51086 -4.65341 0.0 0.1 -0.1 0.525
H 5.09442 0.70805 2.07456 0.0 0.0 0.1 0.413
H -4.45719 -1.94618 2.70968 0.0 0.0 0.1 0.509
H 0.26190 -3.78943 -4.22707 0.1 0.0 0.1 0.464
H -0.62640 3.60574 -3.46347 -0.1 0.0 0.0 0.533
H -0.94917 -2.65350 -0.34861 0.0 -0.1 0.0 -1.012
H -2.50892 -4.63298 0.17129 0.1 0.1 0.0 0.504
H 1.71804 0.76381 -4.90768 0.1 0.0 0.0 0.416
```
Positions in Å, forces in eV/Å.

**Gap between HOMO and LUMO**: 7.26 eV
**Net charge**: +2
**Lowest unoccupied orbital energy**: -5.0 eV